Record 1
Below is a structure of composition C34H40GeN6O4S2Ti, with properties calculated with ωB97M-V/def2-TZVPD.

charge: +2
LUMO level (spin up / spin down): -6.1 / -6.1 eV

Each line ends with the Mulliken charge.
Geometry (Å):
H -2.213 2.275 -4.000  0.30
H 0.439 1.243 -5.936  0.23
C 0.617 -3.500 1.446  0.11
C -5.733 -2.942 0.388  -0.46
H -2.651 1.370 0.220  0.24
C -5.031 -3.396 1.498  -0.88
C 1.502 -2.037 -2.071  0.19
C -3.941 -1.451 -0.168  0.32
H 0.603 2.481 2.854  0.59
C 1.591 -0.363 5.968  -0.73
O -3.471 -0.428 -0.975  -0.49
H -0.325 4.421 1.613  0.62
C -5.193 -1.972 -0.442  -0.57
H 0.571 -2.381 -1.633  0.21
Ge 2.218 -1.180 0.649  1.13
H 3.074 -1.943 -5.070  0.46
H -0.594 -5.173 2.021  0.49
H -5.456 -4.158 2.136  0.44
N -1.674 -0.988 2.542  -0.90
C 1.777 -2.764 1.690  0.24
C -2.274 3.199 -3.427  -0.34
N 0.206 2.064 -5.404  -0.35
N 0.259 3.236 -3.411  0.03
H -0.051 -3.221 0.638  0.26
H -0.419 2.731 -5.821  0.21
H 4.805 -0.850 -3.678  0.43
C -3.789 -2.863 1.785  -0.79
C 0.303 -4.603 2.227  -0.82
H -0.965 4.445 -4.617  0.50
H 3.527 -2.600 2.934  0.40
H -0.936 4.843 -2.927  0.44
H 0.953 -2.691 -4.037  0.46
H 4.441 -0.554 -1.263  0.41
H -0.785 3.222 -1.010  -0.59
H -3.429 2.079 -2.002  0.21
H -3.230 -3.188 2.653  0.46
C 1.708 -2.206 -3.432  -0.59
H -3.121 3.740 -1.499  0.48
Ti 0.094 0.386 0.718  -1.23
C 2.896 -1.776 -4.015  -0.84
C 0.553 3.909 1.238  -0.73
H 2.972 -4.566 4.309  0.50
N -0.419 -0.350 2.649  0.85
H 2.920 4.184 -1.175  0.50
O -1.066 0.552 -2.639  -0.78
C 2.380 3.776 -0.329  -0.44
C 3.870 -1.167 -3.234  -0.62
C -2.672 2.866 -1.976  -1.44
O 0.413 1.043 -1.026  1.09
H 1.084 0.446 6.491  0.36
C 2.301 -4.258 3.517  -0.75
C -1.500 2.408 -1.127  1.07
C 2.881 2.670 0.335  -0.61
C -3.233 -1.888 0.957  0.07
C 1.057 2.798 1.919  -0.44
H -3.077 3.790 -3.871  0.53
O -1.104 -0.929 0.329  -0.09
C 2.237 2.198 1.479  -0.65
H 1.445 -2.514 5.736  0.15
H 2.701 1.417 2.063  0.89
C 0.716 2.256 -4.193  0.68
C 2.480 -1.445 -1.271  0.00
H 0.819 3.438 -2.596  0.04
C -1.963 -1.259 1.325  1.14
C 0.838 -1.671 6.065  -0.44
N -1.804 1.942 0.248  -0.53
H -2.603 -0.663 -1.330  0.10
H 3.800 2.203 0.004  0.44
N 1.713 1.489 -3.746  -0.08
C 2.615 -3.152 2.736  -0.21
C 3.660 -1.001 -1.869  -0.32
C -0.982 4.001 -3.619  -1.35
C 1.144 -4.981 3.265  -0.57
S 1.691 0.065 4.204  0.04
H -6.709 -3.349 0.163  0.42
H -5.729 -1.607 -1.307  0.50
S -0.623 -1.580 4.988  0.08
H 2.611 -0.452 6.337  0.47
H -1.989 2.730 0.860  0.39
H 3.526 -0.581 1.200  -0.14
H 0.485 -1.850 7.080  0.47
H 0.864 5.305 -0.353  0.50
H 0.903 -5.846 3.870  0.43
H 1.786 1.328 -2.749  -0.23
H 2.064 0.730 -4.314  0.25
C 1.222 4.404 0.131  -0.34
C -0.718 1.245 -1.723  0.57
C 0.140 -0.585 3.808  -0.01

Record 2
Below is a structure of composition C34H40INO3PbSb2Se2, with properties calculated with ωB97M-V/def2-TZVPD.

LUMO level: 0.2 eV

Each line ends with the natural charge from an NBO analysis.
Geometry (Å):
H 0.453 -1.196 -6.557  0.41
C 2.061 -3.675 6.141  -0.22
C 2.804 4.312 -1.148  -0.16
Se -1.253 -0.445 -1.254  -0.39
C -2.652 1.325 3.093  -0.19
C 0.506 -2.330 4.877  -0.23
H -1.669 6.736 0.251  0.21
O -4.320 -4.169 -0.714  -0.72
H -3.798 -1.761 2.295  0.22
Pb 1.217 -1.509 -1.049  0.87
C 1.345 -1.398 -4.729  0.70
I 0.584 -3.961 -6.374  0.09
H -3.489 -1.395 -1.535  0.22
H 2.947 0.552 3.977  0.23
H -3.047 -2.433 -3.899  0.16
C -1.825 3.038 -0.859  -0.26
H -3.671 5.881 -0.927  0.21
H -0.024 -3.478 6.611  0.21
H -3.009 2.313 3.362  0.22
C 2.811 -2.442 4.217  -0.18
C -2.583 -1.902 -1.203  -0.54
C -0.642 4.852 0.193  -0.25
C 3.886 2.629 -3.075  -0.20
C 2.373 2.986 -1.215  -0.39
C 4.309 3.948 -2.995  -0.21
C 2.766 2.198 2.563  -0.43
Se 0.491 -4.076 -1.383  -0.35
C 3.082 -3.299 5.277  -0.22
H 3.621 -2.169 3.545  0.20
C 1.697 3.069 1.895  -0.76
C -1.712 5.700 -0.065  -0.22
H -0.500 -1.949 4.751  0.22
H 0.633 0.258 -5.628  0.41
H -4.622 0.488 2.925  0.22
C 3.764 4.792 -2.032  -0.23
O 1.663 -0.827 -3.680  -0.69
C 1.523 -1.941 4.007  -0.37
C -1.730 -1.194 2.385  -0.17
Sb 0.913 2.146 0.110  1.11
H 0.224 5.242 0.718  0.20
H 4.085 5.825 -1.971  0.21
H 2.595 1.123 -2.278  0.22
Sb 1.261 -0.609 2.340  1.11
H 0.871 3.251 2.589  0.21
H -1.382 -2.179 2.084  0.20
H 4.303 1.967 -3.826  0.21
C 2.173 1.050 3.390  -0.73
H -4.526 -3.199 -2.471  0.18
N 0.849 -0.714 -5.769  -0.79
H -2.063 -3.891 -4.021  0.19
H -1.651 -5.185 -1.770  0.22
H 1.399 -3.363 -3.936  0.28
C 1.633 -2.876 -4.877  -0.62
C -3.557 0.302 2.848  -0.21
H -1.013 -1.361 -3.319  0.49
C -1.284 1.083 3.000  -0.24
C 0.775 -3.191 5.937  -0.21
C 2.923 2.151 -2.191  -0.23
H 2.098 4.044 1.610  0.22
C -2.153 -2.932 -3.504  -0.05
O -0.998 -2.180 -3.843  -0.78
H 3.464 1.808 1.815  0.20
H 2.267 -4.346 6.967  0.21
C -2.895 3.888 -1.119  -0.20
H 5.060 4.321 -3.681  0.21
H -2.727 -2.146 -0.156  0.22
C -0.807 -0.177 2.641  -0.38
H -0.594 1.892 3.209  0.21
H 2.690 -2.991 -5.108  0.25
H -3.752 -4.779 -2.621  0.16
H -1.884 1.996 -1.159  0.24
C -3.094 -0.962 2.499  -0.23
C -1.470 -4.197 -1.340  -0.55
C -0.685 3.516 -0.210  -0.28
H 4.088 -3.676 5.426  0.21
C -2.411 -3.189 -2.013  -0.16
H 1.428 1.426 4.098  0.22
C -2.838 5.219 -0.725  -0.21
C -3.801 -3.870 -2.009  -0.05
H -3.775 3.508 -1.626  0.21
H -1.717 -4.250 -0.281  0.21
H 3.369 2.826 3.227  0.21
H 2.384 4.994 -0.415  0.19
H -3.764 -4.840 -0.309  0.47

Record 3
Below is a cluster of 5 separate species, C34H40N9O2S in total, with properties calculated with ωB97M-V/def2-TZVPD.

charge: +1
LUMO level: -3.5 eV

Each line ends with the Mulliken charge.
Geometry (Å):
H -1.539 -0.727 5.890  0.19
O -1.253 -2.413 -2.599  -0.39
H 4.778 1.373 -0.581  0.20
H 1.524 2.136 -0.974  0.29
H -4.740 -4.250 2.751  0.36
H -2.040 -1.837 10.004  0.38
H -0.205 -2.484 0.138  0.24
H 3.307 -0.570 -1.007  0.28
H -3.850 4.839 -4.424  0.38
H 2.378 -1.601 -2.110  0.35
N 7.329 2.991 -2.079  -0.57
H 2.857 2.155 2.600  0.43
H -2.919 -1.790 7.671  0.53
H 7.468 3.482 -4.064  0.36
H -1.485 0.013 0.607  0.20
N 0.526 -0.239 8.510  -0.55
C 1.176 2.833 -3.051  -0.88
C -1.955 -1.356 7.907  -0.50
C 6.579 2.409 -1.138  -0.39
C -3.675 2.271 -6.605  -0.50
H 0.929 3.253 -5.280  0.44
C -5.160 -4.886 4.765  -0.20
H -4.747 4.139 -6.645  0.37
C -4.675 -4.917 6.062  -0.49
C -1.191 -0.767 6.915  0.04
N 0.514 -0.143 1.809  0.42
H -0.627 -0.413 -2.225  -0.08
H -2.475 0.520 -6.230  0.34
C 1.365 -0.151 0.693  0.58
C 1.867 0.173 -3.876  -0.50
H -2.399 0.136 1.922  0.32
C -2.370 1.964 -4.640  0.02
H -3.016 -4.346 7.315  0.48
C -0.691 -0.879 2.225  0.18
N 2.389 0.782 0.900  -0.30
H -1.691 1.383 -4.022  0.50
H -6.125 -5.318 4.529  0.39
N -2.675 -3.772 5.373  -0.40
C 0.036 -0.228 7.266  0.08
H -0.435 -1.976 2.185  0.39
S 0.569 1.358 4.181  -0.14
O -0.548 -2.453 -4.742  -0.43
N -2.735 3.144 -4.129  -0.50
C -3.573 3.886 -4.862  -0.30
C 2.217 1.385 2.127  0.04
C 4.852 1.861 -2.680  0.55
H -2.530 -3.288 3.385  0.25
H 0.892 3.872 -2.761  0.40
N -1.881 -0.560 1.366  -0.44
N 1.244 -0.908 -0.388  0.33
H -1.896 -1.120 -1.124  0.20
C -1.470 -1.384 9.203  -0.42
C -4.070 3.498 -6.096  -0.34
C 5.611 2.460 -3.673  -0.63
H -1.027 -0.695 3.274  -0.42
H 0.671 0.240 6.523  0.14
H 7.004 2.415 -0.139  0.35
H -5.245 -5.371 6.862  0.37
C 1.534 0.767 -6.414  -1.29
H 2.307 -0.020 -6.612  0.38
H 0.713 -2.673 -1.363  0.43
H -1.953 -1.135 -4.246  0.34
C 1.173 2.516 -4.481  -0.80
H 5.261 2.503 -4.696  0.40
N 1.066 0.797 2.611  -0.40
C -1.251 -1.956 -3.912  0.26
H 0.864 2.693 4.335  0.19
H -4.040 1.932 -7.567  0.39
H 1.799 1.666 -7.024  0.40
H 0.508 0.399 -6.682  0.19
H 3.887 1.421 -2.912  0.39
H 0.190 -0.805 10.451  0.38
C -3.436 -4.349 6.314  -0.30
C 6.837 3.005 -3.322  -0.33
C 1.528 1.149 -4.896  0.70
C -0.231 -0.812 9.451  -0.28
C -0.943 -1.330 -1.668  0.46
C 5.343 1.832 -1.384  -0.26
C -3.167 -3.758 4.129  0.14
C 1.902 0.471 -2.427  1.09
C -4.394 -4.294 3.775  -0.57
H 2.109 -0.872 -4.203  0.17
C 1.543 1.827 -2.040  0.26
C 2.277 -0.692 -1.450  -1.87
C -2.806 1.484 -5.865  -0.38
C 0.208 -1.899 -0.716  -1.04

Calculated max |F|, 0.5; 0.5; 6.3 eV/Å (same order as the records).